A:
This record from the Open Molecules 2025 dataset describes a structure of composition C26H22Cl3HgN6OS. The level of theory is ωB97M-V/def2-TZVPD.

Geometry as XYZ:
```
60
Properties=species:S:1:pos:R:3:nbo_charge:R:1
Hg 0.00 0.49 -0.10 1.345
N 2.82 -0.22 -4.29 -0.828
C 1.87 -0.42 -3.29 0.536
S 1.95 2.05 -1.98 -0.652
N 2.16 -1.32 -2.43 -0.440
N 1.26 -1.54 -1.42 -0.324
C 1.40 -2.70 -0.89 0.111
C 0.65 -3.27 0.21 -0.248
C 1.16 -4.44 0.79 -0.154
C 0.52 -5.09 1.82 -0.341
C -0.70 -4.58 2.29 -0.219
C -1.23 -3.44 1.73 -0.280
C -0.58 -2.70 0.69 0.407
O -1.10 -1.64 0.24 -0.793
H 2.80 0.74 -4.63 0.389
H 3.73 -0.47 -3.95 0.375
H 2.17 -3.35 -1.33 0.152
H 2.09 -4.84 0.41 0.188
H 0.95 -5.98 2.26 0.186
H -1.22 -5.08 3.09 0.185
H -2.18 -3.05 2.08 0.193
C 0.09 1.10 -5.82 -0.248
C 0.17 0.06 -4.99 -0.143
C 0.49 0.21 -3.53 -0.398
C 0.39 1.67 -2.99 -0.037
C 0.33 2.73 -4.03 -0.047
C 0.22 2.47 -5.34 -0.347
N -0.68 1.71 -2.03 -0.473
N -1.09 2.92 -1.70 -0.364
C -1.46 3.10 -0.40 0.079
C -2.25 4.24 -0.10 -0.255
C -2.47 4.63 1.20 -0.236
C -1.93 3.89 2.26 -0.346
C -1.20 2.73 1.98 -0.193
C -0.96 2.31 0.68 -0.541
H -0.11 0.95 -6.88 0.184
H 0.05 -0.96 -5.36 0.191
H -0.20 -0.39 -2.94 0.265
H 0.34 3.74 -3.64 0.218
H 0.19 3.27 -6.07 0.182
H -2.66 4.79 -0.94 0.194
H -3.06 5.52 1.40 0.179
H -2.07 4.22 3.28 0.179
H -0.81 2.17 2.82 0.182
Cl -4.31 -1.05 3.67 -0.023
C -2.58 -1.05 3.83 -0.078
C -1.99 -1.78 4.86 -0.205
C -0.61 -1.76 4.92 -0.258
C 0.10 -1.02 3.98 0.041
N -0.48 -0.31 3.02 -0.397
C -1.80 -0.34 2.93 0.039
H -2.60 -2.33 5.55 0.214
H -0.08 -2.31 5.69 0.208
H 1.18 -0.99 4.01 0.199
H -2.25 0.23 2.13 0.245
Cl 2.95 -0.38 1.30 -0.027
C 3.02 1.39 1.37 -0.395
Cl 4.32 1.96 2.44 -0.084
H 2.07 1.75 1.75 0.240
H 3.20 1.76 0.36 0.264
```

2S+1   2
HOMO energy (alpha / beta)   0.34 / -1.09 eV
LUMO energy (alpha / beta)   0.157 / 0.157 Ha
Total charge   -2

=====

B:
This record from the Open Molecules 2025 dataset describes a structure of composition C26H22Cl3HgN6OS. The level of theory is ωB97M-V/def2-TZVPD.

Geometry as XYZ:
```
60
Properties=species:S:1:pos:R:3:nbo_charge:R:1
Hg 0.30 -0.39 0.27 1.358
N 0.65 -3.75 -3.42 -0.825
C 0.67 -2.54 -2.74 0.532
S 0.53 -3.69 -0.16 -0.654
N -0.37 -1.80 -2.86 -0.429
N -0.32 -0.57 -2.16 -0.365
C -1.17 0.25 -2.64 0.134
C -1.40 1.63 -2.25 -0.255
C -2.48 2.29 -2.84 -0.148
C -2.75 3.63 -2.63 -0.345
C -1.87 4.35 -1.80 -0.214
C -0.79 3.73 -1.21 -0.283
C -0.53 2.33 -1.37 0.407
O 0.44 1.76 -0.77 -0.789
H 1.18 -4.45 -2.91 0.395
H -0.31 -4.05 -3.54 0.376
H -1.80 -0.12 -3.45 0.162
H -3.12 1.72 -3.51 0.189
H -3.60 4.12 -3.09 0.189
H -2.03 5.41 -1.63 0.187
H -0.10 4.29 -0.58 0.197
C 4.06 -3.39 -2.73 -0.243
C 3.13 -2.48 -3.00 -0.147
C 1.98 -2.18 -2.06 -0.407
C 2.11 -2.81 -0.64 -0.055
C 3.19 -3.84 -0.50 -0.040
C 4.06 -4.14 -1.47 -0.353
N 2.29 -1.65 0.25 -0.498
N 2.67 -1.98 1.48 -0.387
C 2.07 -1.23 2.47 0.197
C 2.64 -1.29 3.76 -0.274
C 2.03 -0.71 4.85 -0.238
C 0.81 -0.05 4.71 -0.322
C 0.25 0.05 3.43 -0.257
C 0.85 -0.50 2.31 -0.560
H 4.85 -3.58 -3.45 0.183
H 3.16 -1.93 -3.94 0.189
H 1.93 -1.11 -1.90 0.266
H 3.23 -4.32 0.47 0.214
H 4.81 -4.90 -1.31 0.182
H 3.58 -1.83 3.86 0.193
H 2.49 -0.79 5.83 0.179
H 0.30 0.38 5.57 0.182
H -0.70 0.56 3.32 0.195
Cl 0.12 5.34 2.36 -0.028
C -1.16 4.22 1.95 -0.068
C -2.43 4.69 1.73 -0.209
C -3.41 3.78 1.37 -0.253
C -3.05 2.44 1.28 0.043
N -1.82 1.99 1.52 -0.401
C -0.88 2.87 1.83 0.036
H -2.65 5.75 1.81 0.214
H -4.42 4.09 1.16 0.210
H -3.78 1.68 1.00 0.203
H 0.13 2.48 1.98 0.243
Cl -3.08 -0.99 -0.15 -0.037
C -2.57 -1.98 1.24 -0.386
Cl -3.99 -2.66 2.11 -0.096
H -2.02 -1.34 1.92 0.242
H -1.95 -2.78 0.87 0.270
```

2S+1   2
HOMO energy (alpha / beta)   0.21 / -1.05 eV
LUMO energy (alpha / beta)   0.155 / 0.155 Ha
Total charge   -2

=====

Which structure is most stable? B, by 6.4 kcal/mol over the runner-up.

=====

A:
This record from the Open Molecules 2025 dataset describes the ion C8H14N with charge +1. The level of theory is ωB97M-V/def2-TZVPD.

Geometry as XYZ:
```
23
Properties=species:S:1:pos:R:3:nbo_charge:R:1
C -1.99 2.50 -0.52 -0.170
C -0.88 2.00 -0.59 -0.053
C 0.53 1.71 -0.67 -0.500
C 1.04 0.41 -0.21 -0.222
C 0.46 -0.82 -0.83 -0.216
C -0.94 -0.76 -1.50 -0.643
C 0.54 -0.62 0.69 0.099
C -0.73 -0.44 1.57 -0.639
N 1.57 -1.43 1.40 -0.670
H -2.99 2.62 -0.56 0.231
H 0.61 1.63 -1.83 0.265
H 1.12 2.48 -0.21 0.264
H 2.23 0.47 -0.26 0.229
H 1.17 -1.51 -1.34 0.228
H -1.37 0.18 -1.19 0.247
H -1.61 -1.58 -1.21 0.231
H -0.81 -0.76 -2.59 0.242
H -1.65 -0.63 0.98 0.262
H -0.76 0.56 1.93 0.251
H -0.78 -1.23 2.27 0.211
H 0.98 -2.05 1.94 0.451
H 2.15 -0.81 2.02 0.452
H 2.12 -1.92 0.69 0.452
```

HOMO energy   -12.96 eV
LUMO energy   -0.129 Ha
SMILES   C#CC[C@@H]1[C@H](C)[C@@]1(C)[NH3+]
Total charge   +1

=====

B:
This record from the Open Molecules 2025 dataset describes the ion C8H14N with charge +1. The level of theory is ωB97M-V/def2-TZVPD.

Geometry as XYZ:
```
23
Properties=species:S:1:pos:R:3:nbo_charge:R:1
C 3.13 0.65 -0.46 -0.590
C 1.94 0.62 0.50 -0.462
C 0.97 -0.46 0.22 0.079
C 1.08 -1.81 0.12 -0.078
N -0.39 -2.00 -0.06 -0.537
C -0.50 -0.48 0.05 0.076
C -1.59 0.28 0.00 0.109
C -2.96 -0.30 -0.11 -0.648
C -1.51 1.77 0.08 -0.645
H 3.63 -0.32 -0.51 0.211
H 3.86 1.38 -0.11 0.235
H 2.82 0.93 -1.46 0.217
H 1.43 1.59 0.47 0.229
H 2.31 0.47 1.52 0.251
H 1.81 -2.59 0.12 0.253
H -0.70 -2.38 -0.96 0.434
H -0.86 -2.52 0.69 0.434
H -3.54 -0.02 0.76 0.253
H -2.96 -1.38 -0.20 0.207
H -3.47 0.12 -0.98 0.250
H -0.52 2.14 -0.15 0.229
H -1.78 2.10 1.09 0.250
H -2.22 2.21 -0.61 0.245
```

HOMO energy   -13.35 eV
LUMO energy   -0.127 Ha
SMILES   CCC1=C[NH2+]C1=C(C)C
Total charge   +1

=====

Which structure is most stable? B, by 52.4 kcal/mol over the runner-up.

=====

A:
This record from the Open Molecules 2025 dataset describes an isolated molecule of C8H13N. The level of theory is ωB97M-V/def2-TZVPD.

Geometry as XYZ:
```
22
Properties=species:S:1:pos:R:3:nbo_charge:R:1
C -1.49 -1.38 -1.53 -0.596
C -1.11 -0.20 -0.57 -0.298
C -0.42 0.94 -1.28 -0.193
C 0.22 1.95 -0.64 -0.209
C 0.64 2.10 0.87 -0.229
N 0.46 0.92 1.40 -0.426
C -0.47 -0.10 0.76 -0.070
C 0.97 -0.25 0.80 -0.046
C 1.41 -1.67 1.42 -0.630
H -1.95 -0.79 -2.40 0.210
H -0.74 -2.25 -2.00 0.209
H -2.20 -2.08 -1.26 0.215
H -2.01 0.21 -0.26 0.215
H -0.91 0.92 -2.23 0.204
H 0.38 2.96 -1.03 0.198
H 1.63 2.81 0.72 0.219
H -0.09 2.84 1.48 0.204
H -1.01 -0.63 1.51 0.194
H 1.77 -0.32 -0.15 0.206
H 0.99 -2.26 2.25 0.217
H 1.43 -2.30 0.44 0.206
H 2.49 -1.45 1.71 0.201
```

HOMO energy   -8.28 eV
LUMO energy   0.036 Ha
SMILES   C[C@@H]1C=CCN2[C@@H]1[C@@H]2C
Total charge   0

=====

B:
This record from the Open Molecules 2025 dataset describes a structure of composition C8H13N. The level of theory is ωB97M-V/def2-TZVPD.

Geometry as XYZ:
```
22
Properties=species:S:1:pos:R:3:nbo_charge:R:1
C 0.47 -1.85 -1.10 -0.604
C -0.37 -0.55 -1.16 -0.255
C 0.14 0.80 -0.68 -0.255
C -1.16 1.59 -0.75 -0.240
C -1.46 -0.54 -0.13 -0.099
C -0.83 0.21 1.01 -0.108
C 0.47 0.80 0.80 -0.245
C 1.71 0.07 1.56 -0.599
H 0.84 -2.09 -0.02 0.204
H 1.33 -1.64 -1.67 0.214
H -0.08 -2.78 -1.37 0.222
H -1.03 -0.42 -2.03 0.218
H 1.20 1.09 -1.11 0.221
H -0.99 2.61 -0.50 0.199
H -1.67 1.64 -1.71 0.202
H -2.13 -1.42 0.04 0.222
H -1.06 0.01 2.13 0.200
H 0.60 1.81 1.24 0.218
H 2.68 0.50 1.14 0.213
H 1.66 -1.02 1.39 0.207
H 1.62 0.37 2.65 0.218
N -1.94 0.83 0.27 -0.356
```

HOMO energy   -9.20 eV
LUMO energy   0.038 Ha
Total charge   0

=====

Which structure is most stable? B, by 88.7 kcal/mol over the runner-up.

=====

A:
This record from the Open Molecules 2025 dataset describes a cluster of 2 separate species, C3H11NP in total. The level of theory is ωB97M-V/def2-TZVPD.

Geometry as XYZ:
```
16
Properties=species:S:1:pos:R:3:nbo_charge:R:1
C 1.05 0.63 -0.99 -0.706
C -0.34 0.48 2.35 -0.908
C -0.30 0.06 -0.54 -0.280
N -0.63 -0.96 -1.59 -0.700
P -0.29 -0.92 1.12 0.518
H 1.30 1.63 -0.50 0.272
H 0.97 0.93 -2.02 0.223
H 1.95 -0.11 -0.85 0.248
H -0.60 0.21 3.41 0.280
H -1.24 0.89 2.12 0.237
H 0.57 1.06 2.35 0.249
H -1.54 1.07 -0.46 0.265
H -1.19 -0.51 -2.27 0.449
H -0.99 -1.74 -1.17 0.437
H 0.15 -1.41 -2.00 0.432
H 1.13 -1.30 1.04 -0.016
```

HOMO energy   -13.42 eV
LUMO energy   -0.141 Ha
Total charge   +1

=====

B:
This record from the Open Molecules 2025 dataset describes the ion C3H11NP with charge +1. The level of theory is ωB97M-V/def2-TZVPD.

Geometry as XYZ:
```
16
Properties=species:S:1:pos:R:3:nbo_charge:R:1
C 1.28 -1.01 0.33 -0.435
N 0.08 -0.19 0.35 -0.461
C 0.17 0.69 1.53 -0.399
C 0.06 0.73 -0.86 -0.464
P -1.42 -0.24 -1.29 0.822
H 0.92 -1.82 -0.32 0.193
H 2.22 -0.59 -0.24 0.219
H 1.47 -1.47 1.29 0.241
H 0.53 0.14 2.27 0.212
H 0.78 1.58 1.49 0.207
H -0.86 1.03 1.62 0.199
H 0.87 0.75 -1.69 0.279
H -0.32 1.66 -0.71 0.246
H -1.09 -1.46 -0.96 0.051
H -2.36 0.25 -0.39 0.042
H -2.32 -0.05 -2.43 0.049
```

HOMO energy   -14.49 eV
LUMO energy   -0.130 Ha
SMILES   C[N+]1(C)C[PH3]1
Total charge   +1

=====

Which structure is most stable? A, by 2.2 kcal/mol over the runner-up.